[1]
{
  "formula": "C18H48B3Cu2F12O18S6",
  "method": "wB97M-V/def2-TZVPD",
  "species": ["Cu", "Cu", "B", "F", "F", "F", "F", "B", "F", "F", "F", "F", "B", "F", "F", "F", "F", "O", "S", "O", "O", "C", "C", "C", "H", "H", "H", "H", "H", "H", "H", "H", "O", "S", "O", "O", "C", "C", "C", "H", "H", "H", "H", "H", "H", "H", "H", "O", "S", "O", "O", "C", "C", "C", "H", "H", "H", "H", "H", "H", "H", "H", "O", "S", "O", "O", "C", "C", "C", "H", "H", "H", "H", "H", "H", "H", "H", "O", "S", "O", "O", "C", "C", "C", "H", "H", "H", "H", "H", "H", "H", "H", "O", "S", "O", "O", "C", "C", "C", "H", "H", "H", "H", "H", "H", "H", "H"],
  "positions_angstrom": [[2.81, -0.54, 18.89], [1.36, 3.10, 21.97], [3.04, 2.77, 19.81], [3.72, 1.55, 19.57], [3.16, 3.26, 21.01], [3.38, 3.56, 18.71], [1.71, 2.41, 19.72], [1.15, 0.31, 21.65], [0.08, 1.17, 21.40], [0.67, -0.57, 22.60], [1.68, -0.25, 20.54], [2.18, 1.08, 22.19], [1.95, -3.10, 18.57], [0.64, -3.52, 18.59], [2.25, -2.67, 19.77], [2.88, -4.09, 18.32], [2.08, -2.12, 17.65], [4.45, -0.94, 20.77], [5.54, -1.06, 21.74], [6.29, -2.36, 21.89], [6.63, 0.17, 21.37], [7.84, 0.17, 22.12], [8.46, 1.50, 21.81], [5.01, -0.37, 23.39], [8.53, -0.66, 21.99], [7.63, 0.21, 23.19], [8.51, 1.61, 20.72], [9.48, 1.51, 22.21], [7.95, 2.39, 22.18], [5.84, -0.71, 24.01], [3.99, -0.66, 23.66], [4.88, 0.71, 23.46], [0.75, 0.06, 18.07], [-0.71, 0.12, 18.02], [-1.39, 1.43, 17.96], [-1.16, -0.85, 16.78], [-2.31, -0.64, 16.02], [-2.73, -2.04, 15.51], [-1.41, -0.88, 19.45], [-1.94, -0.07, 15.17], [-3.03, -0.07, 16.60], [-2.06, -2.70, 14.97], [-3.58, -1.86, 14.86], [-3.15, -2.51, 16.40], [-1.57, -0.16, 20.25], [-0.71, -1.66, 19.76], [-2.41, -1.28, 19.28], [4.68, -1.36, 17.97], [5.60, -1.76, 16.90], [6.26, -0.77, 16.00], [6.76, -2.76, 17.52], [6.47, -3.63, 18.63], [7.64, -4.61, 18.94], [4.64, -2.89, 15.78], [5.53, -4.18, 18.53], [6.32, -2.94, 19.46], [7.61, -5.57, 18.42], [7.46, -5.01, 19.93], [8.51, -3.97, 19.08], [4.33, -3.80, 16.29], [5.40, -3.25, 15.09], [3.86, -2.44, 15.17], [3.24, 0.62, 16.83], [3.04, 0.84, 15.40], [3.68, 0.00, 14.36], [1.45, 1.11, 14.98], [1.13, 1.36, 13.64], [-0.30, 0.99, 13.47], [3.56, 2.55, 15.02], [1.86, 0.99, 12.92], [1.24, 2.42, 13.43], [-0.74, 1.36, 12.55], [-0.91, 1.53, 14.20], [-0.43, -0.09, 13.59], [3.60, 2.77, 13.96], [4.57, 2.74, 15.39], [2.88, 3.22, 15.55], [2.55, -2.66, 24.22], [1.83, -3.93, 24.14], [2.48, -5.21, 23.89], [0.89, -4.04, 25.51], [1.11, -5.20, 26.34], [0.28, -4.84, 27.59], [0.57, -3.69, 22.75], [2.14, -5.40, 26.64], [0.80, -6.16, 25.92], [-0.76, -4.87, 27.27], [0.44, -3.79, 27.82], [0.48, -5.57, 28.38], [0.03, -2.81, 23.12], [-0.13, -4.52, 22.82], [1.01, -3.73, 21.75], [8.88, 3.14, 15.43], [7.48, 2.83, 15.78], [6.52, 3.88, 15.93], [6.97, 1.61, 14.77], [7.91, 0.89, 13.93], [8.53, 1.84, 12.91], [7.37, 1.91, 17.40], [7.25, 0.23, 13.37], [8.56, 0.28, 14.56], [9.40, 2.33, 13.36], [7.87, 2.61, 12.51], [8.94, 1.34, 12.03], [6.38, 1.48, 17.52], [7.51, 2.71, 18.13], [8.02, 1.04, 17.49]],
  "lowdin_charge": [0.944, 0.678, -1.363, 0.113, 0.251, 0.147, 0.147, -1.345, 0.134, 0.178, 0.177, 0.146, -1.509, 0.164, 0.228, 0.154, 0.180, -0.308, 0.775, -0.300, -0.272, -0.306, -0.069, -0.066, 0.127, 0.108, 0.063, 0.087, 0.087, 0.061, 0.054, 0.078, -0.319, 0.749, -0.279, -0.264, -0.282, -0.040, -0.046, 0.079, 0.127, 0.085, 0.077, 0.077, 0.060, 0.066, 0.074, -0.324, 0.761, -0.322, -0.248, -0.230, -0.035, -0.066, 0.119, 0.085, 0.081, 0.080, 0.082, 0.070, 0.067, 0.068, -0.297, 0.754, -0.305, -0.243, -0.317, -0.057, -0.084, 0.123, 0.118, 0.095, 0.088, 0.089, 0.077, 0.024, 0.090, -0.317, 0.699, -0.309, -0.268, -0.280, -0.064, -0.070, 0.114, 0.117, 0.074, 0.079, 0.081, 0.048, 0.059, 0.062, -0.132, 0.776, -0.189, -0.197, -0.170, -0.028, -0.004, 0.159, 0.152, 0.088, 0.104, 0.105, 0.078, 0.090, 0.093],
  "s2": 2.0128,
  "multiplicity": 3,
  "homo_lumo_gap_ev": [9.37, 1.98],
  "e_lumo_ev": [-2.577, -9.969],
  "total_charge": 1
}

***

[2]
{
  "formula": "C18H48Br2NO16P4",
  "method": "wB97M-V/def2-TZVPD",
  "species": ["C", "N", "C", "C", "C", "Br", "C", "C", "Br", "H", "H", "H", "H", "H", "H", "H", "H", "H", "H", "H", "H", "C", "O", "P", "O", "O", "C", "O", "C", "H", "H", "H", "H", "H", "H", "H", "H", "H", "C", "O", "P", "O", "O", "C", "O", "C", "H", "H", "H", "H", "H", "H", "H", "H", "H", "C", "O", "P", "O", "O", "C", "O", "C", "H", "H", "H", "H", "H", "H", "H", "H", "H", "C", "O", "P", "O", "O", "C", "O", "C", "H", "H", "H", "H", "H", "H", "H", "H", "H"],
  "positions_angstrom": [[-0.09, 0.06, 1.89], [0.97, -0.91, 2.36], [0.81, -2.29, 1.71], [1.02, -3.48, 2.82], [-0.21, -3.60, 3.89], [-1.91, -2.68, 3.37], [0.14, -3.11, 5.42], [1.47, -3.87, 6.07], [0.18, -1.11, 5.66], [-1.09, 0.02, 2.52], [-0.25, -0.06, 0.74], [0.35, 1.15, 2.09], [1.95, -0.53, 2.19], [1.74, -2.37, 0.96], [-0.14, -2.39, 1.04], [1.99, -3.14, 3.43], [-0.47, -4.76, 3.98], [-0.77, -3.49, 6.09], [2.20, -3.02, 6.42], [1.98, -4.54, 5.22], [1.17, -4.56, 6.96], [0.01, 6.21, -1.20], [-0.49, 5.30, -2.17], [-1.46, 4.05, -1.46], [-0.19, 3.28, -1.08], [-1.95, 3.54, -2.96], [-1.56, 4.21, -4.14], [-2.42, 2.80, -0.76], [-2.92, 3.17, 0.51], [0.59, 6.98, -1.71], [-0.82, 6.67, -0.67], [0.66, 5.69, -0.49], [-0.48, 4.14, -4.28], [-1.88, 5.26, -4.11], [-2.05, 3.74, -5.00], [-3.56, 4.05, 0.41], [-2.09, 3.40, 1.19], [-3.51, 2.35, 0.92], [6.09, -2.81, 3.42], [6.32, -3.36, 4.70], [6.69, -5.05, 4.65], [5.19, -5.37, 4.54], [7.11, -5.05, 6.25], [7.11, -3.85, 7.01], [7.05, -6.74, 4.60], [7.52, -7.13, 3.32], [5.90, -1.74, 3.52], [6.98, -2.96, 2.79], [5.23, -3.29, 2.95], [6.10, -3.45, 7.10], [7.79, -3.12, 6.57], [7.48, -4.08, 8.02], [8.45, -6.60, 3.09], [6.77, -6.91, 2.56], [7.72, -8.20, 3.33], [-8.29, -2.41, 1.18], [-8.11, -1.06, 1.57], [-6.44, -0.59, 1.61], [-6.28, -1.24, 2.98], [-6.86, 0.99, 1.81], [-8.21, 1.41, 1.83], [-4.78, -0.12, 1.64], [-3.98, -0.97, 0.83], [-9.35, -2.64, 1.15], [-7.86, -2.56, 0.18], [-7.80, -3.09, 1.89], [-8.74, 0.98, 2.68], [-8.70, 1.14, 0.89], [-8.24, 2.50, 1.92], [-4.31, -0.91, -0.21], [-4.06, -2.01, 1.18], [-2.94, -0.65, 0.89], [-0.87, 3.42, -10.49], [0.27, 4.18, -10.12], [0.74, 3.92, -8.48], [-0.34, 4.89, -8.00], [2.15, 4.76, -8.71], [2.50, 5.28, -9.98], [1.22, 3.66, -6.83], [0.73, 2.42, -6.34], [-1.09, 3.61, -11.54], [-0.65, 2.35, -10.35], [-1.73, 3.70, -9.88], [1.78, 6.05, -10.29], [2.56, 4.48, -10.72], [3.48, 5.75, -9.91], [1.14, 1.60, -6.93], [-0.37, 2.40, -6.40], [1.04, 2.31, -5.30]],
  "lowdin_charge": [-0.211, -0.191, -0.344, -0.185, -0.737, 0.596, -0.749, -0.152, 0.518, 0.047, 0.079, 0.088, 0.102, 0.096, 0.079, 0.054, 0.094, 0.085, 0.059, 0.087, 0.072, -0.151, -0.307, 0.749, -0.263, -0.252, -0.127, -0.261, -0.158, 0.087, 0.076, 0.080, 0.083, 0.088, 0.088, 0.074, 0.083, 0.080, -0.157, -0.326, 0.709, -0.279, -0.266, -0.142, -0.286, -0.189, 0.085, 0.069, 0.078, 0.091, 0.080, 0.083, 0.067, 0.078, 0.079, -0.153, -0.317, 0.745, -0.259, -0.257, -0.139, -0.271, -0.182, 0.084, 0.076, 0.080, 0.091, 0.082, 0.086, 0.076, 0.060, 0.066, -0.153, -0.315, 0.739, -0.273, -0.254, -0.136, -0.265, -0.177, 0.086, 0.076, 0.079, 0.091, 0.083, 0.087, 0.074, 0.073, 0.092],
  "homo_lumo_gap_ev": 1.07,
  "e_lumo_ev": -1.417,
  "total_charge": -1
}

***

[3]
{
  "formula": "C18H48F3O9",
  "method": "wB97M-V/def2-TZVPD",
  "species": ["C", "O", "O", "C", "F", "F", "F", "C", "C", "H", "H", "H", "H", "H", "H", "C", "C", "O", "H", "H", "H", "H", "H", "H", "C", "C", "O", "H", "H", "H", "H", "H", "H", "C", "C", "O", "H", "H", "H", "H", "H", "H", "C", "C", "O", "H", "H", "H", "H", "H", "H", "C", "C", "O", "H", "H", "H", "H", "H", "H", "C", "C", "O", "H", "H", "H", "H", "H", "H", "C", "C", "O", "H", "H", "H", "H", "H", "H"],
  "positions_angstrom": [[-0.05, -0.55, 0.53], [-0.85, 0.63, 0.47], [-0.18, -1.27, -0.56], [1.41, -0.21, 0.83], [1.58, 0.56, 1.93], [2.19, -1.29, 1.01], [1.97, 0.49, -0.19], [-1.22, 1.24, 1.67], [-2.05, 2.47, 1.34], [-2.33, 3.01, 2.25], [-1.49, 3.17, 0.71], [-2.97, 2.18, 0.83], [-0.37, 1.58, 2.28], [-1.80, 0.59, 2.33], [-0.40, -1.14, 1.42], [2.12, -4.19, -0.17], [1.73, -3.98, -1.62], [1.72, -2.63, -2.02], [3.15, -3.88, 0.04], [2.13, -5.26, 0.08], [1.49, -3.67, 0.55], [0.78, -4.51, -1.80], [2.52, -4.45, -2.21], [1.08, -2.13, -1.45], [-2.08, -3.40, -4.91], [-0.89, -2.89, -4.15], [-1.36, -1.90, -3.24], [-2.46, -2.63, -5.58], [-2.86, -3.75, -4.23], [-1.81, -4.27, -5.53], [-0.11, -2.47, -4.80], [-0.36, -3.66, -3.58], [-0.64, -1.74, -2.60], [2.59, 3.75, 2.97], [3.36, 5.02, 2.65], [4.07, 5.50, 3.80], [3.34, 3.02, 3.30], [2.14, 3.35, 2.06], [1.81, 3.89, 3.71], [2.70, 5.84, 2.38], [4.06, 4.86, 1.83], [4.72, 4.85, 4.08], [5.33, -0.18, -1.35], [5.95, 0.02, 0.01], [7.17, 0.76, -0.12], [4.28, -0.44, -1.28], [5.87, -0.91, -1.96], [5.44, 0.76, -1.90], [6.14, -0.96, 0.48], [5.24, 0.57, 0.65], [7.59, 0.74, 0.74], [-0.65, 6.16, 0.34], [-2.02, 5.84, -0.19], [-1.85, 5.10, -1.41], [-0.05, 6.65, -0.42], [-0.14, 5.29, 0.74], [-0.75, 6.90, 1.14], [-2.55, 6.78, -0.40], [-2.71, 5.26, 0.44], [-2.69, 5.12, -1.87], [-3.28, -4.92, -0.02], [-2.23, -3.96, -0.54], [-2.31, -2.76, 0.19], [-4.24, -4.41, -0.05], [-3.11, -5.14, 1.03], [-3.34, -5.83, -0.62], [-2.30, -3.82, -1.63], [-1.24, -4.43, -0.40], [-1.51, -2.25, -0.06], [-4.73, -0.48, 2.28], [-4.88, -0.49, 0.77], [-5.02, -1.80, 0.24], [-5.67, -0.74, 2.77], [-4.42, 0.54, 2.55], [-3.87, -1.07, 2.59], [-3.98, -0.04, 0.31], [-5.74, 0.09, 0.45], [-4.11, -2.12, 0.12]],
  "lowdin_charge": [-0.478, -0.046, -0.161, -0.531, 0.102, 0.130, 0.121, -0.298, -0.073, 0.077, 0.057, 0.068, 0.102, 0.111, 0.158, -0.103, -0.343, -0.094, 0.068, 0.067, 0.061, 0.088, 0.106, 0.033, -0.096, -0.339, -0.082, 0.070, 0.067, 0.067, 0.110, 0.090, 0.047, -0.087, -0.317, -0.098, 0.073, 0.069, 0.074, 0.104, 0.108, 0.072, -0.082, -0.320, -0.096, 0.064, 0.072, 0.077, 0.108, 0.104, 0.069, -0.091, -0.329, -0.088, 0.078, 0.064, 0.075, 0.105, 0.099, 0.077, -0.087, -0.324, -0.101, 0.066, 0.074, 0.070, 0.102, 0.106, 0.040, -0.090, -0.322, -0.103, 0.064, 0.059, 0.069, 0.104, 0.104, 0.034],
  "e_above_lowest_kj_mol": 0.0,
  "homo_lumo_gap_ev": 8.15,
  "e_lumo_ev": 2.398,
  "total_charge": -1
}

***

Strongest force on any atom list, top to bottom, in eV/A: 5.5; 10.2; 1.5